Model a:
16
Properties=species:S:1:pos:R:3 method="wB97M-V/def2-TZVPD" total_charge=0 homo_lumo_gap_ev="8.29 / 7.86" homo_ha="-0.3001 / -0.2967"
S 0.41 -1.51 0.59
O -0.41 -2.39 -0.20
N 1.40 -0.43 -0.47
C -1.62 0.20 0.63
C 2.81 -0.37 -0.11
C -2.49 -0.39 -0.48
C 1.95 0.85 -0.11
H 3.41 -0.68 -0.99
H -2.42 0.09 -1.35
H 3.14 -0.90 0.75
H 1.68 1.17 0.95
H -1.87 -1.38 -0.61
H -1.85 0.05 1.71
H 2.08 1.54 -0.83
H -3.43 -0.72 -0.22
H -1.03 1.00 0.38



Model b:
16
Properties=species:S:1:pos:R:3 method="wB97M-V/def2-TZVPD" total_charge=0 smiles=N[C@@H]1C[C@@H](S)[C@@H]1O homo_lumo_gap_ev=9.67 homo_ha=-0.3287
S -2.20 1.77 -1.08
O -0.08 -1.47 -1.08
N 1.57 -0.96 0.61
C 0.72 0.26 0.46
C 0.16 0.00 -0.97
C -0.77 0.19 0.90
C -1.17 0.24 -0.55
H 1.15 1.11 0.51
H -1.73 -0.78 -0.81
H -1.59 2.95 -0.57
H 2.50 -0.60 0.50
H -0.85 -0.76 1.42
H 1.41 -1.39 1.50
H 0.82 0.42 -1.77
H 1.00 -1.83 -0.79
H -0.95 0.84 1.71



Model c:
16
Properties=species:S:1:pos:R:3 method="wB97M-V/def2-TZVPD" total_charge=0 homo_lumo_gap_ev=8.31 homo_ha=-0.3209
S 2.76 -0.32 0.08
O 1.94 1.11 -0.04
N 0.76 -1.26 0.31
C -1.23 -0.65 -0.88
C -0.09 -0.16 -0.01
C -0.59 0.44 1.37
C 0.87 0.81 -0.82
H 0.94 -1.65 1.20
H -1.49 1.19 1.15
H -1.04 -0.48 1.82
H -2.17 -0.97 -0.40
H -1.55 0.26 -1.55
H -0.75 -1.41 -1.40
H 1.09 0.29 -1.67
H 0.28 1.01 1.99
H 0.27 1.79 -1.14



Model d:
16
Properties=species:S:1:pos:R:3 method="wB97M-V/def2-TZVPD" total_charge=0 smiles="[H]/N=C(/O)[C@@H](C)SC" homo_lumo_gap_ev=9.86 homo_ha=-0.3306
S 0.82 -0.77 1.26
O -0.64 0.88 -2.07
N -1.30 -0.89 -0.96
C -1.00 1.32 1.29
C 0.02 0.67 0.38
C -0.68 0.23 -0.89
C 1.90 -1.45 -0.04
H 2.72 -0.76 -0.23
H -1.56 2.10 0.74
H 1.36 -1.63 -0.98
H 0.80 1.36 0.08
H -1.35 -1.38 -0.08
H -0.52 1.83 2.16
H -1.72 0.60 1.66
H 2.31 -2.41 0.30
H -1.14 0.29 -2.63



model d is the most stable structure; the next one sits 332.0 kJ/mol above it.



Model a:
16
Properties=species:S:1:pos:R:3 method="wB97M-V/def2-TZVPD" total_charge=0 smiles="C[C@H](CS)NC=O" homo_lumo_gap_ev=10.19 homo_ha=-0.3462
S -0.37 -1.79 2.30
O 0.08 0.66 -2.72
N 1.16 0.29 -0.77
C -1.34 0.41 -0.23
C 0.41 -0.31 1.49
C 1.10 0.71 -2.07
C -0.02 -0.24 -0.02
H -0.05 -1.30 -0.29
H -1.27 1.48 -0.02
H 1.45 -0.63 1.44
H -1.65 -1.47 2.11
H -1.83 0.28 -1.18
H 2.07 1.03 -2.47
H -2.02 -0.06 0.49
H 1.97 0.36 -0.18
H 0.30 0.57 2.11



Model b:
16
Properties=species:S:1:pos:R:3 method="wB97M-V/def2-TZVPD" total_charge=0 homo_lumo_gap_ev="6.88 / 8.54" homo_ha="-0.2973 / -0.3184"
S 2.01 0.76 -0.29
O 2.90 1.06 -1.42
N 0.50 0.57 -0.93
C -2.22 -1.19 0.36
C -0.79 -1.08 0.58
C -1.25 -2.21 -0.21
C 1.62 2.40 0.49
H 0.90 2.22 1.28
H -1.11 -2.20 -1.28
H -0.14 -0.95 1.42
H -1.17 -3.21 0.22
H -2.70 -0.53 -0.34
H 0.53 -0.06 -1.72
H 1.20 3.04 -0.27
H -2.84 -1.44 1.21
H 2.54 2.81 0.88



model a is the most stable structure; the next one sits 520.8 kJ/mol above it.



Model a:
16
Properties=species:S:1:pos:R:3 method="wB97M-V/def2-TZVPD" total_charge=0 homo_lumo_gap_ev=8.84 homo_ha=-0.3245
S -2.10 0.58 0.83
O -2.37 -0.79 1.18
N 0.06 0.59 0.31
C 0.82 0.27 1.41
C 0.54 -0.78 0.36
C 1.54 -1.25 -0.67
C -2.66 0.64 -0.88
H -2.99 1.73 -1.20
H 0.99 -1.52 -1.58
H -3.64 0.21 -0.95
H 0.49 -0.09 2.43
H -1.80 0.41 -1.48
H 1.93 0.71 1.44
H 2.38 -0.39 -0.89
H 2.09 -2.06 -0.23
H -0.16 -1.49 0.67



Model b:
16
Properties=species:S:1:pos:R:3 method="wB97M-V/def2-TZVPD" total_charge=0 smiles="CN[C@@H](C=O)CS" homo_lumo_gap_ev=9.68 homo_ha=-0.3275
S 1.67 -1.38 2.25
O -1.13 0.49 2.03
N -0.01 0.02 -1.23
C -0.48 1.22 -1.88
C 0.52 -1.38 0.71
C -0.59 0.87 1.02
C 0.37 0.06 0.21
H 1.31 0.63 0.29
H -1.54 1.46 -1.72
H -0.58 -0.80 -1.34
H 0.08 2.15 -1.72
H 1.04 -1.99 -0.02
H 0.93 -2.47 2.63
H -0.39 1.00 -2.95
H -0.42 -1.76 1.09
H -0.79 1.88 0.63



model b is the most stable structure; the next one sits 253.8 kJ/mol above it.